Record 1
Entry from the Open Molecules 2025 dataset: C57H81BN4O4PSr as an isolated structure at a distorted geometry (ωB97M-V/def2-TZVPD).

Structure (XYZ):
```
149
C57H81BN4O4PSr | the Open Molecules 2025 dataset | ωB97M-V/def2-TZVPD
Sr -0.08 0.33 0.32
C -2.71 -0.37 2.60
N -1.33 -0.66 2.26
C -0.50 -0.85 3.43
C -1.20 -1.85 1.34
C -1.85 -1.80 -0.12
N -1.11 -1.15 -1.23
C -0.01 -1.91 -1.84
C 0.79 -2.86 -0.99
C 0.62 -4.22 -1.25
C 1.38 -5.21 -0.63
C 2.38 -4.77 0.24
C 2.61 -3.44 0.53
C 1.78 -2.43 -0.06
O 1.87 -1.18 0.29
C 3.72 -3.03 1.50
C 4.66 -1.99 0.84
C 4.59 -4.22 1.92
C 3.11 -2.42 2.77
C 1.12 -6.68 -0.95
C -0.33 -7.04 -0.59
C 2.04 -7.62 -0.17
C 1.33 -6.94 -2.45
C -1.92 -0.44 -2.24
C -3.23 0.14 -1.79
C -4.38 -0.34 -2.39
C -5.64 0.14 -2.05
C -5.68 1.14 -1.09
C -4.56 1.67 -0.45
C -3.26 1.15 -0.78
O -2.16 1.50 -0.18
C -4.83 2.80 0.55
C -3.58 3.43 1.16
C -5.58 3.94 -0.16
C -5.69 2.27 1.71
C -6.94 -0.36 -2.69
C -7.61 0.80 -3.45
C -6.69 -1.49 -3.69
C -7.89 -0.88 -1.61
H -3.19 -1.23 3.10
H -3.28 -0.11 1.70
H -2.74 0.49 3.27
H -0.89 -1.66 4.07
H -0.49 0.07 4.02
H 0.52 -1.08 3.14
H -1.66 -2.71 1.83
H -0.14 -2.06 1.24
H -2.82 -1.30 -0.03
H -2.04 -2.84 -0.38
H 0.67 -1.17 -2.29
H -0.45 -2.51 -2.65
H -0.14 -4.51 -1.97
H 3.00 -5.52 0.72
H 5.13 -2.42 -0.04
H 5.44 -1.70 1.55
H 4.10 -1.11 0.54
H 5.02 -4.73 1.05
H 4.02 -4.95 2.51
H 5.41 -3.86 2.54
H 2.64 -1.46 2.54
H 3.88 -2.25 3.54
H 2.35 -3.09 3.19
H -0.51 -6.88 0.48
H -0.54 -8.09 -0.82
H -1.04 -6.42 -1.14
H 1.91 -7.50 0.91
H 3.09 -7.43 -0.41
H 1.82 -8.66 -0.42
H 0.66 -6.33 -3.06
H 1.15 -7.99 -2.69
H 2.36 -6.69 -2.73
H -2.15 -1.15 -3.05
H -1.28 0.35 -2.65
H -4.28 -1.12 -3.13
H -6.65 1.54 -0.81
H -2.91 3.81 0.39
H -3.01 2.72 1.76
H -3.89 4.26 1.80
H -5.00 4.31 -1.00
H -5.76 4.76 0.53
H -6.55 3.61 -0.54
H -5.15 1.50 2.26
H -6.62 1.84 1.35
H -5.93 3.08 2.40
H -6.95 1.19 -4.22
H -7.86 1.62 -2.77
H -8.54 0.46 -3.93
H -6.05 -1.16 -4.51
H -7.64 -1.83 -4.10
H -6.20 -2.34 -3.20
H -8.14 -0.10 -0.89
H -7.44 -1.71 -1.06
H -8.83 -1.24 -2.06
N 2.02 2.81 3.87
P 2.59 1.57 2.79
C 3.71 2.47 1.67
C 4.51 3.54 2.07
C 5.36 4.15 1.16
C 5.43 3.68 -0.15
C 4.64 2.61 -0.55
C 3.77 2.01 0.35
C 3.81 0.81 3.95
C 5.13 0.55 3.57
C 5.97 -0.17 4.41
C 5.52 -0.62 5.64
C 4.21 -0.37 6.03
C 3.36 0.33 5.18
C 1.05 3.64 3.33
C 0.40 4.65 4.04
C -0.46 5.47 3.34
C -0.66 5.26 1.98
C 0.00 4.20 1.38
N 0.84 3.41 2.04
H 2.15 2.77 4.87
H 4.45 3.90 3.09
H 5.98 4.98 1.47
H 6.10 4.15 -0.86
H 4.67 2.24 -1.57
H 3.13 1.20 0.03
H 5.49 0.89 2.61
H 6.99 -0.37 4.10
H 6.18 -1.18 6.30
H 3.84 -0.73 6.98
H 2.33 0.48 5.47
H 0.59 4.79 5.10
H -0.98 6.27 3.85
H -1.32 5.89 1.41
H -0.13 3.96 0.33
C 0.47 3.92 -4.65
C 1.48 3.51 -3.58
C 2.49 4.64 -3.39
O 0.78 3.34 -2.34
B 1.23 2.21 -1.64
O 2.12 1.54 -2.49
C 2.14 2.12 -3.81
C 3.57 2.17 -4.30
C 1.33 1.20 -4.72
H 0.06 4.90 -4.40
H -0.36 3.21 -4.69
H 0.94 3.98 -5.63
H 1.95 5.55 -3.14
H 3.08 4.82 -4.30
H 3.16 4.41 -2.56
H 4.21 2.72 -3.62
H 3.63 2.63 -5.29
H 3.96 1.15 -4.38
H 0.30 1.12 -4.36
H 1.78 0.21 -4.69
H 1.32 1.55 -5.76
```

Results
Gap between HOMO and LUMO (eV): 5.31
E (eV): -85382.04619
2S+1: 1
Largest force on an atom (eV/Å): 3.582
LUMO level (eV): 2.22
Charge: -1


Record 2
Entry from the Open Molecules 2025 dataset: a 10-piece molecular cluster, C57H87FN15O18P3 overall at a distorted geometry (ωB97M-V/def2-TZVPD).

Structure (XYZ):
```
181
C57H87FN15O18P3 | the Open Molecules 2025 dataset | ωB97M-V/def2-TZVPD
C 0.00 -1.41 3.88
C 1.42 -1.14 3.39
O 1.64 -2.03 2.33
C 0.72 -2.98 2.26
O 0.74 -3.98 1.62
O -0.19 -2.73 3.17
F 2.28 -1.52 4.42
H -0.86 -0.78 3.61
H -0.02 -1.54 4.93
H 1.64 -0.08 3.16
O -5.11 0.15 -5.67
P -3.90 -0.13 -6.49
N -3.66 -1.76 -6.73
C -2.78 -2.32 -7.75
C -3.78 -2.54 -5.45
N -2.59 0.60 -5.76
C -1.15 0.40 -6.10
C -2.83 1.42 -4.56
N -3.89 0.44 -8.07
C -4.94 -0.10 -8.96
C -3.55 1.80 -8.45
H -2.81 -1.63 -8.58
H -3.20 -3.28 -8.05
H -1.74 -2.53 -7.49
H -4.18 -1.92 -4.67
H -2.76 -2.94 -5.20
H -4.53 -3.32 -5.71
H -1.00 0.69 -7.18
H -0.45 1.06 -5.51
H -0.95 -0.64 -5.87
H -2.19 1.04 -3.72
H -2.54 2.47 -4.64
H -3.89 1.42 -4.19
H -5.72 0.59 -9.08
H -4.49 -0.43 -9.88
H -5.40 -0.90 -8.37
H -3.18 1.70 -9.48
H -2.82 2.25 -7.75
H -4.37 2.49 -8.47
O 0.37 7.66 1.81
P -0.51 6.78 1.02
N -2.10 7.12 1.14
C -2.39 8.53 0.75
C -2.91 6.53 2.22
N -0.37 5.19 1.62
C 0.80 4.90 2.44
C -1.02 4.05 1.04
N -0.12 6.90 -0.63
C 1.17 7.29 -1.14
C -1.10 6.43 -1.65
H -2.10 9.21 1.54
H -3.42 8.74 0.51
H -1.69 8.81 -0.07
H -3.99 6.62 1.98
H -2.79 7.06 3.13
H -2.77 5.48 2.24
H 0.32 4.32 3.27
H 1.59 4.39 1.93
H 1.15 5.85 2.77
H -1.85 4.39 0.42
H -0.33 3.44 0.38
H -1.37 3.28 1.80
H 1.92 7.34 -0.31
H 1.65 6.60 -1.91
H 1.09 8.31 -1.58
H -0.75 6.79 -2.59
H -2.16 6.79 -1.49
H -1.02 5.39 -1.79
O 0.91 0.50 9.22
P 1.64 1.43 8.36
N 2.18 2.67 9.26
C 2.51 2.62 10.68
C 2.76 3.90 8.71
N 0.81 2.17 7.20
C 0.70 1.58 5.90
C -0.19 3.22 7.37
N 2.79 0.58 7.52
C 3.64 1.27 6.53
C 3.22 -0.68 7.96
H 2.12 1.66 11.13
H 1.93 3.46 11.25
H 3.60 2.69 10.75
H 3.81 4.03 8.91
H 2.27 4.79 9.19
H 2.65 4.03 7.61
H -0.39 1.25 5.75
H 0.78 2.29 5.10
H 1.40 0.83 5.56
H -1.16 2.85 7.48
H 0.05 3.89 8.16
H -0.18 3.85 6.47
H 3.18 2.05 5.97
H 4.61 1.61 6.96
H 3.97 0.66 5.65
H 3.18 -1.39 7.17
H 2.54 -1.12 8.73
H 4.22 -0.67 8.41
C 5.18 -5.55 -4.60
C 4.03 -5.20 -5.26
C 3.61 -3.88 -5.26
C 4.43 -2.89 -4.76
C 5.56 -3.22 -4.04
C 5.89 -4.55 -3.92
N 3.99 -1.53 -4.91
O 4.72 -0.59 -4.51
O 2.91 -1.35 -5.46
H 5.39 -6.63 -4.46
H 3.31 -5.89 -5.66
H 2.61 -3.63 -5.62
H 6.09 -2.40 -3.62
H 6.84 -4.83 -3.48
C 0.87 -6.02 -0.81
C 1.53 -7.12 -0.35
C 2.19 -7.97 -1.21
C 2.15 -7.65 -2.57
C 1.48 -6.52 -3.10
C 0.76 -5.79 -2.15
N 2.92 -8.53 -3.54
O 3.54 -9.45 -3.05
O 2.64 -8.42 -4.74
H 0.45 -5.34 -0.04
H 1.62 -7.25 0.72
H 2.79 -8.81 -0.86
H 1.42 -6.45 -4.16
H 0.18 -4.97 -2.51
C -4.28 -5.10 2.18
C -5.03 -5.49 1.07
C -4.95 -4.72 -0.07
C -4.17 -3.60 -0.12
C -3.50 -3.09 0.98
C -3.63 -3.89 2.16
N -4.06 -2.94 -1.45
O -4.51 -3.55 -2.39
O -3.39 -1.91 -1.48
H -4.31 -5.74 3.07
H -5.52 -6.45 0.98
H -5.49 -4.93 -0.98
H -3.04 -2.10 0.98
H -3.22 -3.46 3.06
C 3.98 -4.57 -0.58
C 4.30 -4.81 0.80
C 4.53 -3.71 1.59
C 4.51 -2.43 1.04
C 4.06 -2.20 -0.21
C 3.88 -3.30 -1.09
N 4.91 -1.31 1.90
O 4.26 -0.30 1.81
O 5.78 -1.53 2.70
H 3.93 -5.43 -1.24
H 4.32 -5.87 1.11
H 4.91 -3.69 2.60
H 3.97 -1.17 -0.67
H 3.90 -3.13 -2.16
C -5.79 2.97 0.29
C -5.19 3.36 1.47
C -4.18 2.58 2.08
C -3.64 1.61 1.30
C -4.06 1.32 0.03
C -5.16 2.03 -0.56
N -2.63 0.80 1.95
O -2.20 1.17 3.03
O -2.17 -0.17 1.38
H -6.68 3.46 -0.10
H -5.64 4.08 2.16
H -3.88 2.75 3.08
H -3.60 0.50 -0.57
H -5.38 1.76 -1.55
C 1.63 0.23 -3.13
C 0.56 -0.26 -2.40
C 0.51 0.02 -1.06
C 1.41 0.83 -0.51
C 2.48 1.37 -1.21
C 2.61 0.98 -2.47
N 1.33 1.10 0.91
O 0.28 0.68 1.45
O 2.25 1.67 1.47
H 1.70 0.12 -4.23
H -0.20 -0.84 -2.82
H -0.29 -0.60 -0.63
H 3.30 1.91 -0.79
H 3.56 1.30 -2.96
```

Results
Gap between HOMO and LUMO (eV): 7.09
E (eV): -150295.52629
2S+1: 1
Largest force on an atom (eV/Å): 3.960
LUMO level (eV): -1.25
SMILES string: CN(C)P(=O)(N(C)C)N(C)C.CN(C)P(=O)(N(C)C)N(C)C.CN(C)P(=O)(N(C)C)N(C)C.O=[N+]([O-])c1ccccc1.O=[N+]([O-])c1ccccc1.O=[N+]([O-])c1ccccc1.O=[N+]([O-])c1ccccc1.O=[N+]([O-])c1ccccc1.O=[N+]([O-])c1ccccc1.O=C1OC[C@@H](F)O1
Charge: 0